Entry 1:
Density functional theory data (ωB97M-V with the def2-TZVPD basis set) for an isolated ion of composition C6H12NO2 and charge +1.

Geometry (Å):
1 C -0.29264 0.99451 -1.40465
2 C -0.28456 -0.41930 -1.96086
3 C 0.42292 -1.25822 -0.83700
4 C 0.09702 -0.50798 0.42433
5 C -1.15675 -0.72970 1.05908
6 C 1.17831 -0.61089 1.54488
7 N -0.05145 0.86158 -0.16107
8 O 0.00893 3.12738 0.11700
9 O -0.00734 1.87044 0.73481
10 H -0.57155 1.97035 -2.01386
11 H -1.17879 -0.90159 -2.39003
12 H 0.24819 -0.40796 -2.88899
13 H -0.00397 -2.28164 -0.85943
14 H 1.44117 -1.24071 -1.03698
15 H -1.44301 -1.74903 1.39248
16 H -2.00284 -0.31621 0.56790
17 H -1.30169 -0.14375 2.03902
18 H 0.81433 0.08801 2.35648
19 H 2.17880 -0.39601 1.12435
20 H 1.04062 -1.51999 1.96202
21 H 0.86431 3.57073 0.23053

The calculation puts the frontier orbital gap at 11.19 eV. Its SMILES is CC1(C)CCC=[N+]1OO. The LUMO energy comes out at -0.1512 Ha. Its HOMO energy is -0.5624 hartree. Its strongest force on any atom is 5.8 eV Å⁻¹. The calculation puts the electronic energy at -440.60713 Eh. Its charge is +1.



Entry 2:
Density functional theory data (ωB97M-V with the def2-TZVPD basis set) for a 2-piece molecular cluster, C3H6OS overall.

Geometry (Å):
1 C 0.49641 1.15047 -0.02274
2 C -0.46631 -1.41080 -0.60976
3 C 0.39569 -0.89407 0.56486
4 O -0.48807 3.55133 0.53629
5 S -0.61443 2.10604 0.80050
6 H 1.36924 1.38891 -0.48446
7 H 0.06588 -0.87173 -1.46822
8 H -0.53592 -2.49787 -0.76462
9 H -1.54118 -0.97403 -0.68950
10 H 1.44181 -0.94144 0.58881
11 H -0.12310 -0.60681 1.54884

The calculation puts the frontier orbital gap at 9.16 eV. The LUMO energy comes out at -0.0039 Ha. Its HOMO energy is -0.3404 hartree. Its strongest force on any atom is 6.8 eV Å⁻¹. The calculation puts the electronic energy at -591.17409 Eh. Its charge is 0.



Entry 3:
Density functional theory data (ωB97M-V with the def2-TZVPD basis set) for a 2-piece molecular cluster, C4H11N2O overall.

Geometry (Å):
1 C -0.20703 -2.00510 -1.90997
2 N -0.52010 -0.67790 -2.38727
3 C -1.14752 0.16973 -1.34343
4 O -0.28510 0.59714 -0.37979
5 H 0.51568 -1.93532 -1.06297
6 H 0.10737 -2.72795 -2.67953
7 H -1.11468 -2.52093 -1.55016
8 H 0.30532 -0.19078 -2.72389
9 H -2.01805 -0.41561 -0.90820
10 H -1.59180 1.06531 -1.88674
11 C 1.07847 2.20642 1.87188
12 C 0.96580 1.01620 2.56186
13 N 0.50473 -0.15671 1.92424
14 H 0.66483 2.26462 0.87214
15 H 1.34852 3.13878 2.38428
16 H 1.26786 0.90986 3.60796
17 H -0.00006 0.08719 0.99074
18 H 0.12575 -0.82495 2.61887

The calculation puts the frontier orbital gap (alpha / beta) at 2.01 / 7.17 eV. The LUMO energy (alpha / beta) comes out at 0.2418 / 0.2532 Ha. Its HOMO energy (alpha / beta) is 0.1681 / -0.0103 hartree. Its strongest force on any atom is 2.4 eV Å⁻¹. The spin multiplicity is 2. The calculation puts the electronic energy at -343.55503 Eh. Its charge is -2.



Entry 4:
Density functional theory data (ωB97M-V with the def2-TZVPD basis set) for a single C36H40N2O5 molecule.

Geometry (Å):
1 C -4.83246 0.69016 -1.77167
2 N -3.95308 -0.05981 -0.90373
3 C -4.02804 -1.43537 -0.92029
4 O -4.97170 -2.08402 -1.35598
5 C -2.72316 -1.96942 -0.36239
6 C -1.88027 -2.58546 -1.48269
7 C -1.82343 -1.69874 -2.70595
8 C -2.82285 -1.75459 -3.68724
9 C -2.78618 -0.90438 -4.79131
10 C -1.73066 0.00234 -4.94410
11 C -0.70453 0.02209 -3.99784
12 C -0.74927 -0.82928 -2.89192
13 N -2.13787 -0.76447 0.23295
14 C -0.87421 -0.76924 0.77833
15 C 0.01178 0.23837 0.59720
16 C 1.24585 0.46494 1.42822
17 C 1.71685 1.93669 1.43285
18 C 2.24697 2.50986 2.59232
19 C 2.67365 3.83746 2.59114
20 C 2.44657 4.63783 1.46444
21 C 1.88010 4.07381 0.31986
22 C 1.56785 2.71310 0.28839
23 C -2.84328 0.48057 -0.13649
24 C -3.30679 1.38561 1.07974
25 C -4.06940 0.49310 2.06123
26 C -4.19961 2.51190 0.57449
27 C -2.11529 2.04480 1.75989
28 H -4.84488 0.24319 -2.77405
29 H -5.85765 0.65852 -1.38010
30 H -4.49374 1.72408 -1.85326
31 H -2.95096 -2.69566 0.43436
32 H -0.87413 -2.82273 -1.11437
33 H -2.37632 -3.52677 -1.75214
34 H -3.65022 -2.45953 -3.56999
35 H -3.58779 -0.94777 -5.53142
36 H -1.70762 0.67935 -5.80056
37 H 0.14430 0.69805 -4.10621
38 H 0.05881 -0.81884 -2.15722
39 H -0.61012 -1.66602 1.35242
40 H -0.20742 0.97875 -0.17408
41 H 1.00469 0.18780 2.46781
42 H 2.36115 1.89760 3.48989
43 H 3.16455 4.24765 3.47663
44 H 2.73077 5.69186 1.46913
45 H 1.68114 4.67261 -0.56826
46 H 1.23458 2.25094 -0.63937
47 H -2.20587 1.08769 -0.80704
48 H -3.43818 -0.32821 2.41979
49 H -4.38985 1.08839 2.92726
50 H -4.96511 0.06990 1.59093
51 H -3.69417 3.08957 -0.21171
52 H -5.16375 2.14819 0.20628
53 H -4.41398 3.20252 1.40305
54 H -1.50705 2.59841 1.03280
55 H -2.47168 2.77000 2.50669
56 H -1.47917 1.32374 2.28138
57 C 5.36299 -1.43616 0.19853
58 C 5.08270 0.05072 0.20934
59 C 6.28407 0.90469 -0.16807
60 O 4.02879 0.38393 -0.71703
61 C 2.75994 0.03681 -0.43316
62 O 1.93039 0.13722 -1.32458
63 C 2.40499 -0.37695 0.98545
64 C 2.06887 -1.89073 1.04295
65 C 1.80663 -2.44229 2.30499
66 C 1.22727 -3.70820 2.41482
67 C 0.93354 -4.43739 1.26095
68 C 1.22710 -3.90310 0.00443
69 C 1.83468 -2.64250 -0.11018
70 C 3.50791 -0.06635 1.99215
71 O 3.34720 -0.14772 3.19545
72 O 4.66444 0.47880 1.52349
73 H 4.46336 -2.01889 0.42683
74 H 5.74009 -1.71774 -0.79093
75 H 6.14069 -1.63336 0.94455
76 H 6.00094 1.96253 -0.17751
77 H 7.07886 0.74617 0.56747
78 H 6.65099 0.62076 -1.16018
79 H 2.07095 -1.87040 3.19536
80 H 1.02853 -4.10989 3.40834
81 H 0.48279 -5.42896 1.33908
82 H 1.01170 -4.46540 -0.91012
83 H 2.13171 -2.25678 -1.09053

The calculation puts the frontier orbital gap at 8.23 eV. Its SMILES is CN1C(=O)[C@@H](Cc2ccccc2)N(/C=C/[C@H](c2ccccc2)C2(c3ccccc3)C(=O)OC(C)(C)OC2=O)[C@@H]1C(C)(C)C. The LUMO energy comes out at 0.0228 Ha. Its HOMO energy is -0.2796 hartree. Its strongest force on any atom is 2.4 eV Å⁻¹. The calculation puts the electronic energy at -1881.56266 Eh. Its charge is 0.



Entry 5:
Density functional theory data (ωB97M-V with the def2-TZVPD basis set) for C46H52N5P2PdS2 as an isolated structure.

Geometry (Å):
1 Pd 0.62009 -1.13446 0.62439
2 C -0.13177 -0.31205 3.66861
3 P 1.27228 0.06980 2.53213
4 C 1.44224 1.86653 2.42915
5 C 1.37570 2.50255 1.19554
6 C 1.50545 3.88265 1.11632
7 C 1.68763 4.62887 2.26935
8 C 1.74594 3.99922 3.50749
9 C 1.63021 2.62260 3.58713
10 C 2.75723 -0.49979 3.40153
11 C 3.94340 0.22874 3.36549
12 C 5.07816 -0.26365 3.99100
13 C 5.03868 -1.48619 4.64586
14 C 3.86067 -2.22028 4.67744
15 C 2.72016 -1.73048 4.05858
16 C -0.71738 -1.61801 3.22820
17 C -1.36377 -2.64274 3.88174
18 C -1.80027 -3.55592 2.87933
19 C -1.39878 -3.03916 1.66882
20 C -1.64849 -3.43219 0.24161
21 P -0.16691 -2.87802 -0.69776
22 C 0.91478 -4.31746 -0.85132
23 C 0.50595 -5.41305 -1.61565
24 C 1.31215 -6.53280 -1.71134
25 C 2.53187 -6.56914 -1.04377
26 C 2.93962 -5.48790 -0.28116
27 C 2.12929 -4.36474 -0.18403
28 C -0.62478 -2.45674 -2.40169
29 C 0.29755 -2.63346 -3.43240
30 C 0.03867 -2.12946 -4.69837
31 C -1.14415 -1.44589 -4.94670
32 C -2.07103 -1.27472 -3.92665
33 C -1.81387 -1.77335 -2.65935
34 N -0.72926 -1.85352 1.87534
35 H -0.85261 0.50264 3.53211
36 H 0.18219 -0.30988 4.71282
37 H 1.20694 1.91621 0.29904
38 H 1.46061 4.37361 0.15289
39 H 1.78335 5.70493 2.20827
40 H 1.88677 4.58165 4.40790
41 H 1.69523 2.13359 4.55190
42 H 3.98329 1.18135 2.85096
43 H 5.99481 0.31076 3.96765
44 H 5.92540 -1.86556 5.13620
45 H 3.82662 -3.17410 5.18659
46 H 1.80635 -2.31437 4.07386
47 H -1.55974 -2.70559 4.93911
48 H -2.38535 -4.44743 3.03164
49 H -2.52371 -2.90807 -0.15358
50 H -1.80651 -4.50307 0.11011
51 H -0.43986 -5.38724 -2.14444
52 H 0.99249 -7.37790 -2.30590
53 H 3.16003 -7.44682 -1.11921
54 H 3.88714 -5.51354 0.24090
55 H 2.43767 -3.52281 0.41634
56 H 1.22613 -3.15917 -3.24579
57 H 0.75879 -2.27867 -5.49193
58 H -1.35011 -1.06257 -5.93743
59 H -3.00174 -0.75535 -4.11736
60 H -2.52938 -1.60094 -1.86544
61 N 0.54196 0.62336 -2.15130
62 C 1.77415 0.16464 -1.84474
63 N 2.05519 -0.47395 -0.74056
64 C 3.42595 -0.75941 -0.66473
65 C 4.06659 -1.44527 0.36247
66 C 5.42656 -1.67311 0.26418
67 C 6.15287 -1.24120 -0.84466
68 C 5.52468 -0.57300 -1.88132
69 C 4.16200 -0.33796 -1.77327
70 S 3.11487 0.46985 -2.90824
71 H -0.20745 0.37386 -1.49556
72 H 0.28774 0.65108 -3.12728
73 H 3.51131 -1.78098 1.22804
74 H 5.93240 -2.19289 1.06752
75 H 7.21639 -1.42732 -0.89694
76 H 6.08168 -0.23601 -2.74447
77 C -0.85577 5.32406 -1.25001
78 C -1.80449 5.59086 -2.41327
79 C -2.97355 4.61444 -2.52503
80 C -2.56722 3.17238 -2.83168
81 N -2.12571 2.41088 -1.66926
82 C -2.73181 1.42189 -1.00159
83 S -1.85455 0.48184 0.12594
84 N -4.02563 1.13435 -1.18801
85 C -5.12725 1.96422 -1.67781
86 C -6.34072 1.83991 -0.75855
87 C -6.29090 2.73332 0.47976
88 C -5.08843 2.51902 1.39132
89 H -0.14629 6.14339 -1.13344
90 H -0.26263 4.41762 -1.39792
91 H -1.40053 5.21083 -0.31043
92 H -1.24247 5.58255 -3.35204
93 H -2.21029 6.60008 -2.32063
94 H -3.64541 4.95626 -3.31603
95 H -3.54837 4.63116 -1.59422
96 H -1.73249 3.18133 -3.53976
97 H -3.36745 2.61899 -3.32182
98 H -1.17841 2.55981 -1.35928
99 H -4.30758 0.34469 -0.62618
100 H -5.38590 1.66836 -2.69777
101 H -4.80799 3.00756 -1.70251
102 H -6.45851 0.79090 -0.46495
103 H -7.23283 2.08345 -1.33888
104 H -7.20858 2.57204 1.04928
105 H -6.32193 3.77846 0.15698
106 H -5.00186 1.47751 1.70784
107 H -5.17700 3.13086 2.28867
108 H -4.14640 2.78781 0.91012

The calculation puts the frontier orbital gap at 7.33 eV. The LUMO energy comes out at -0.0795 Ha. Its HOMO energy is -0.3489 hartree. Its strongest force on any atom is 0.5 eV Å⁻¹. The calculation puts the electronic energy at -3664.78779 Eh. Its charge is +1.



Entry 6:
Density functional theory data (ωB97M-V with the def2-TZVPD basis set) for CBrClFNO2 as an isolated structure.

Geometry (Å):
1 C 0.43139 0.15947 -0.95599
2 N 0.11947 -0.05503 0.89563
3 O 1.06094 -0.39821 1.49509
4 O -0.96242 0.36537 1.03489
5 F -0.70885 0.70642 -1.28819
6 Cl 1.80694 1.35921 -1.02323
7 Br 0.67145 -1.54331 -1.81049

The calculation puts the frontier orbital gap at 10.01 eV. The LUMO energy comes out at -0.0070 Ha. Its HOMO energy is -0.3750 hartree. Its strongest force on any atom is 6.3 eV Å⁻¹. The calculation puts the electronic energy at -3377.26244 Eh. Its charge is 0.